65
Properties=species:S:1:pos:R:3:forces:R:3 method="wB97M-V/def2-TZVPD" fmax_ha_per_bohr=0.10205 orbital_gap_ha="0.1082 / 0.2500" s2=0.753 e_lumo_ev="5.59 / 5.59" multiplicity=2 total_energy_ev=-69460.520 total_charge=-3
O -2.9735 -4.4963 -4.9694 0.64 2.17 1.95
C -2.6791 -3.6184 -4.1514 0.27 -1.31 0.14
O -3.1029 -2.3649 -4.1111 0.19 -0.34 -0.66
B -2.3434 -1.5311 -3.1330 -0.66 -1.24 1.37
O -1.7174 -2.5690 -2.2130 -0.28 -0.10 -1.25
C -1.6851 -3.7528 -2.8307 -0.09 0.83 -0.75
O -0.9858 -4.6728 -2.5138 -0.60 -0.13 -0.23
O -3.2466 -0.6405 -2.3713 -0.07 -1.02 0.01
C -2.7756 0.5620 -2.4369 -0.13 4.39 0.52
O -3.1671 1.5723 -1.8317 0.56 -2.73 -1.11
C -1.5863 0.6177 -3.4817 1.01 3.24 1.10
O -1.3577 -0.6786 -3.7115 1.32 0.87 -1.55
O -0.9844 1.6705 -3.8049 -2.21 -4.75 0.32
O 1.5537 3.0387 -2.4039 -0.16 -0.87 -1.11
C 1.2209 2.2422 -1.5153 1.36 2.06 4.33
O 0.7613 0.9714 -1.5811 -0.46 -2.03 0.34
B 0.6886 0.3741 -0.1979 0.36 3.16 -0.82
O 0.9880 1.5176 0.6672 -0.48 -1.28 1.52
C 1.4112 2.5838 -0.0418 -0.44 -0.39 -4.13
O 1.8253 3.6656 0.4390 0.14 -0.15 0.98
O 1.6575 -0.7158 0.0856 1.22 -0.62 -0.80
C 1.0747 -1.8420 0.2895 0.26 -3.08 2.66
O 1.5823 -2.9378 0.6351 -0.86 2.74 -1.43
C -0.4341 -1.5501 0.4493 -3.78 -1.61 -0.01
O -0.5989 -0.2838 0.1140 -0.73 -1.32 0.36
O -1.3747 -2.3583 0.8003 3.88 3.08 -0.93
O -3.2680 -4.5096 0.4701 -0.75 -0.45 0.03
H -3.1852 -4.3341 1.4074 0.19 0.07 0.04
H -2.4381 -4.2135 0.0962 0.45 0.32 -0.10
O -0.8308 -1.4161 3.7716 0.04 -1.11 0.65
H -1.4906 -1.8374 3.2209 0.23 -0.02 -0.22
H -0.9103 -0.4836 3.5706 0.25 0.92 -0.29
O 4.2980 -4.2769 2.4521 0.44 -0.67 0.14
H 3.9660 -3.3956 2.6234 -0.09 0.64 0.02
H 3.8505 -4.5505 1.6514 -0.26 0.04 -0.17
O 4.3701 4.5936 1.9682 0.42 0.32 0.47
H 3.9415 3.7444 2.0755 -0.55 -0.21 -0.25
H 5.1391 4.4078 1.4294 0.04 -0.01 -0.28
O 1.0176 5.9860 2.8143 -0.11 0.55 0.46
H 1.3550 5.5226 2.0477 0.22 -0.48 -0.55
H 0.5657 5.3123 3.3223 -0.08 -0.23 -0.05
O 2.1230 0.0924 -4.0142 0.63 -0.49 -0.64
H 1.6682 -0.3765 -3.3145 -0.23 0.21 0.34
H 1.4712 0.7044 -4.3561 -0.31 0.38 0.25
O 0.1679 5.2225 -1.7487 -1.09 1.09 -0.07
H 0.4773 5.8783 -1.1239 0.20 -0.02 0.15
H 0.8991 4.6111 -1.8369 0.52 -0.80 -0.21
O 0.0386 -5.3991 1.2436 -0.18 -0.84 0.21
H -0.3998 -4.7833 1.8308 0.07 0.37 -0.03
H 0.3901 -4.8520 0.5412 0.17 0.49 -0.13
O -3.3432 1.2039 1.4774 -0.07 0.53 0.32
H -3.5826 0.3209 1.7587 -0.17 -0.54 0.06
H -3.1572 1.1159 0.5425 0.16 0.15 -0.63
O 3.1394 5.4832 -1.1134 0.93 1.22 -0.49
H 2.9332 4.8102 -0.4646 -0.68 -0.83 0.61
H 3.3440 4.9937 -1.9101 -0.27 -0.28 -0.17
O -3.8276 -1.2685 2.5557 -0.29 -0.06 0.38
H -4.6870 -1.6330 2.7673 -0.25 0.00 -0.02
H -3.2506 -2.0302 2.5010 0.30 -0.11 -0.50
O 3.6737 -1.4497 2.7846 0.22 -0.18 0.38
H 4.1571 -0.6441 2.6015 0.07 0.15 -0.11
H 2.8759 -1.3752 2.2610 -0.42 0.02 -0.30
O -0.9580 1.1431 2.9526 0.24 0.06 0.98
H -0.4893 1.8224 2.4677 0.49 -0.04 -0.44
H -1.7947 1.0562 2.4959 -0.71 0.28 -0.63



46
Properties=species:S:1:pos:R:3:forces:R:3 method="wB97M-V/def2-TZVPD" fmax_ha_per_bohr=0.09110 orbital_gap_ha="0.2200 / 0.1127" s2=15.755 e_lumo_ev="-7.50 / -11.47" multiplicity=8 total_energy_ev=-76710.881 total_charge=+2
Ti 3.7543 0.9798 -0.0040 -0.07 -0.39 -0.39
Ti 2.1785 3.4485 1.8147 -0.56 -0.29 -0.75
B 1.2841 0.0990 0.0713 -2.34 -1.21 -0.62
F 2.1453 -1.0008 0.1700 0.86 0.32 0.91
F 0.0212 -0.2348 -0.2953 -1.67 -1.20 0.96
F 1.2268 0.9522 1.1397 0.83 0.57 1.33
F 1.6853 0.7089 -1.0639 3.06 3.07 -1.78
C -1.4550 -0.5445 3.2244 -1.72 0.91 -0.27
O -2.5302 -0.2446 2.3109 1.02 0.87 3.34
H -1.4238 -1.6307 3.3098 0.20 -0.47 0.00
H -0.5251 -0.2352 2.7472 0.55 -0.12 -0.38
H -1.6246 -0.0078 4.1579 -0.11 -0.21 -0.21
H -2.4000 -0.7107 1.4818 -0.21 -1.34 -2.92
C 0.0524 4.6932 -0.5988 0.92 0.50 -1.92
O 0.5726 3.5154 -0.0575 1.04 -2.08 2.57
H 0.5216 5.5312 -0.0833 -0.71 0.18 0.03
H 0.5234 4.6189 -1.5790 -0.69 1.29 -0.54
H -1.0332 4.6710 -0.6940 0.14 0.28 0.36
H 0.8389 2.9213 -0.7630 -0.21 -0.13 -0.01
C 1.6878 -3.6693 3.7000 0.95 -1.07 -0.42
C 2.6339 -2.6100 3.0991 -0.91 -1.86 -0.58
O 1.8759 -1.4643 2.8275 -0.28 2.18 0.27
H 0.7332 -3.7191 3.1761 0.00 0.40 -0.09
H 1.5005 -3.7486 4.7708 0.23 0.76 0.05
H 2.1458 -4.6281 3.4572 0.05 -0.25 0.09
H 2.9090 -2.9178 2.0903 0.29 -0.93 0.07
H 3.5953 -2.4992 3.6007 -0.33 0.55 0.62
H 1.9953 -1.3196 1.8860 -0.16 0.04 0.40
C 0.4186 0.2603 -4.2114 0.25 -0.17 -0.01
C -0.0386 -0.9849 -3.3980 1.59 1.07 -1.06
O 1.1075 -1.5324 -2.7069 -0.71 -0.16 -0.14
H 1.2199 0.8210 -3.7302 -0.35 0.28 0.66
H -0.4162 0.9069 -4.4820 0.02 0.09 0.06
H 0.9416 -0.0035 -5.1306 -0.38 -0.45 -0.18
H -0.3337 -1.6859 -4.1788 -0.30 -0.42 0.64
H -0.8509 -0.7107 -2.7249 0.11 -0.43 -0.02
H 1.1873 -1.0674 -1.8709 -0.16 -0.33 -0.53
C -2.9261 0.7150 -2.1168 0.24 -0.33 0.09
C -3.2339 0.2556 -0.7076 -0.73 0.66 -0.68
O -2.5122 -0.9163 -0.3272 0.06 0.36 1.47
H -3.5829 1.5480 -2.3673 -0.33 -0.39 -0.32
H -2.9947 -0.1723 -2.7462 -0.39 0.40 -0.48
H -1.9238 1.1217 -2.2513 0.24 -0.11 0.32
H -4.2891 -0.0073 -0.6327 0.06 0.02 0.02
H -3.0621 1.1271 -0.0759 0.15 -0.15 0.72
H -1.6003 -0.6296 -0.2381 0.45 -0.34 -0.68



48
Properties=species:S:1:pos:R:3:forces:R:3 method="wB97M-V/def2-TZVPD" fmax_ha_per_bohr=0.06072 orbital_gap_ha="0.3131 / 0.2997" s2=6.014 e_lumo_ev="-2.46 / -4.36" multiplicity=5 total_energy_ev=-55774.238 total_charge=+1
Ru -0.1458 -2.2244 -0.1661 -1.04 0.20 1.55
N 0.3161 -3.4859 1.5138 -0.53 -0.64 -0.30
C 1.7414 -3.6368 1.9303 -0.54 -0.99 -1.18
C 2.1313 -2.6523 2.9768 -0.52 -1.12 0.87
C 1.6791 -1.2457 2.6710 -1.39 -1.49 -0.91
C 2.2653 -0.6181 1.4225 -0.12 -0.22 0.87
N 1.2495 -0.3633 0.4060 -0.72 1.06 0.62
H -0.2341 -3.1493 2.2851 -0.29 0.38 0.44
H -0.1395 -4.3865 1.2924 0.70 0.39 0.04
H 2.3066 -3.5661 1.0194 0.39 0.39 -0.42
H 1.9212 -4.6627 2.2305 -0.12 -0.18 0.46
H 3.2030 -2.7494 3.0593 0.48 0.26 0.26
H 1.6964 -3.0620 3.9333 0.41 0.87 -0.61
H 1.8791 -0.6913 3.5066 0.69 1.72 2.09
H 0.5754 -1.2519 2.6308 0.31 0.19 -0.25
H 2.9670 -1.2778 0.9590 0.61 -0.55 -0.18
H 2.8327 0.2345 1.7857 -0.03 0.54 -0.61
H 1.7172 -0.3669 -0.4740 0.15 0.66 -0.88
H 0.7540 0.5479 0.5719 0.52 -1.29 -0.47
O -2.9438 0.3913 -2.2647 -0.08 -0.75 -0.40
P -1.4817 0.2324 -1.6822 -1.84 2.51 0.24
O -0.9711 -1.1569 -1.8083 1.14 -1.62 0.15
O -0.6875 1.3921 -2.2520 0.19 -0.66 0.55
O -1.7488 0.4842 -0.0892 -0.21 -0.16 -0.86
P -2.7170 -0.6826 0.6526 0.62 1.79 -0.64
O -3.2208 0.1524 1.8570 -0.73 1.13 1.40
O -3.8026 -1.1140 -0.2251 -0.05 -0.59 -0.47
O -1.6038 -1.5732 1.1565 0.09 -1.12 0.01
H -3.5591 -0.3164 -1.9274 0.55 0.60 -0.04
H -3.9326 0.8183 1.7071 0.71 -1.03 -0.05
C -0.8707 4.6133 0.6187 -1.43 1.57 -0.16
Sb -0.6445 3.5067 -1.1783 0.86 0.18 -1.03
C -2.2122 4.0297 -2.5099 -0.25 1.43 1.46
C 1.1197 4.3793 -2.1352 -0.24 -0.05 1.50
H -0.5133 5.6863 0.5320 -0.59 -1.25 -0.01
H -0.3671 4.1327 1.4211 0.53 -0.43 0.61
H -1.9793 4.5335 0.8183 1.16 0.45 -0.08
H -2.3339 5.1091 -2.7150 0.40 -0.49 0.19
H -3.1459 3.6755 -2.1105 -0.37 -0.27 0.21
H -1.9917 3.4942 -3.3738 0.34 -0.85 -1.62
H 0.8265 5.3727 -2.4686 0.07 0.08 0.11
H 1.4321 3.8000 -2.9752 0.12 -0.50 -0.49
H 1.9344 4.4237 -1.3714 -0.69 0.07 -0.68
C 1.3282 -3.3553 -2.3434 0.64 0.39 0.89
O 1.2142 -3.1459 -0.9197 0.56 -0.22 -1.16
H 1.7987 -4.3090 -2.4611 0.30 -0.62 -0.21
H 2.0070 -2.5799 -2.7168 -0.47 -0.11 -0.34
H 0.3505 -3.3859 -2.7896 -0.28 0.31 -0.45



44
Properties=species:S:1:pos:R:3:forces:R:3 method="wB97M-V/def2-TZVPD" fmax_ha_per_bohr=0.09359 orbital_gap_ha="0.1879 / 0.1879" e_lumo_ev="-5.12 / -5.12" multiplicity=1 total_energy_ev=-29597.882 total_charge=+1
O -1.5148 0.9378 -3.7967 1.18 -0.58 0.09
H -1.0730 0.3817 -4.4714 -0.48 0.59 0.28
Tl 0.5501 -1.3247 -0.8549 -3.38 2.80 1.98
N 1.3555 0.9174 1.3883 1.19 1.54 -0.09
N 1.0273 1.3777 -1.1376 1.27 1.26 -0.04
O 1.7293 0.8050 2.7308 -0.56 -1.21 0.38
O 0.8600 1.5844 -2.3872 -0.31 -0.35 -0.17
C 1.8491 2.0751 0.9306 -0.81 -2.76 1.47
C 1.6824 2.3578 -0.4567 -1.52 -2.11 -1.14
C 2.5591 2.9255 1.9053 0.44 0.92 -0.12
C 2.2044 3.5744 -1.1265 0.01 0.34 -0.26
H 3.4474 2.3945 2.2760 -0.33 0.18 0.06
H 1.8930 3.1543 2.7492 0.33 -0.17 -0.15
H 2.8771 3.8630 1.4476 -0.01 -0.13 0.19
H 1.3928 4.2006 -1.5227 0.15 -0.20 0.02
H 2.8499 3.3114 -1.9740 -0.20 -0.01 0.11
H 2.7860 4.1784 -0.4232 -0.16 -0.14 -0.28
H 1.5103 -0.1252 3.0346 0.15 1.20 -0.51
H -0.7299 1.3516 -3.3415 -0.62 -0.30 -0.19
O -1.3707 1.0198 0.9991 0.59 0.20 -0.29
H -0.3672 1.0404 1.0795 -0.89 0.13 0.03
H -1.6146 1.7775 0.4428 0.16 -0.31 0.28
C 2.0191 -2.1074 -1.9905 2.41 -1.89 -1.45
H 1.9991 -3.2126 -1.9171 -0.18 0.60 -0.07
H 3.0254 -1.7990 -1.6509 -0.73 0.21 -0.14
H 1.8361 -1.8132 -3.0374 0.06 0.06 0.56
O 1.6900 -1.4400 4.0382 0.91 -0.85 0.09
H 2.5245 -1.1789 4.4785 -0.63 0.03 -0.10
H 1.9434 -2.2821 3.6187 -0.26 0.33 0.25
N -1.9319 -1.4561 -1.7242 0.75 -0.53 -0.03
C -3.1361 -1.1064 -0.9298 0.00 0.56 0.15
C -3.5501 -2.1764 0.0718 -0.14 0.19 -0.25
C -2.4512 -2.7300 0.9704 0.04 -0.70 0.08
N -1.3123 -1.8346 1.1803 1.08 0.89 -0.37
H -2.0176 -2.4344 -2.0375 0.03 0.68 -0.16
H -1.8794 -0.8243 -2.5312 -0.04 -0.10 -0.06
H -2.9115 -0.1634 -0.4206 -0.07 -0.20 -0.08
H -3.9841 -0.9128 -1.6075 0.32 -0.06 0.17
H -4.3455 -1.7520 0.6956 0.10 -0.01 -0.22
H -3.9957 -3.0111 -0.4785 -0.03 0.01 0.15
H -2.9028 -2.9762 1.9407 0.16 -0.06 -0.17
H -2.0724 -3.6688 0.5534 -0.02 0.07 0.09
H -0.8477 -2.0518 2.0598 -0.08 0.08 -0.15
H -1.6030 -0.8468 1.2264 0.12 -0.21 0.06